12
Properties=species:S:1:pos:R:3 method="wB97M-V/def2-TZVPD" homo_ev=-8.073 spin_multiplicity=1 mol_weight_g_mol=60.10 relative_energy_kcal_mol=112.8
C -0.5881 -0.7828 0.7926
C -0.9450 0.8411 -0.9492
C 0.8904 -0.4899 0.0747
O -0.5865 1.9505 -0.3595
H -1.5177 -0.9434 0.2303
H -0.3286 -1.7710 1.1524
H -0.9070 -0.2497 1.7045
H -0.2195 0.6649 -1.7713
H 1.0668 -1.3598 -0.5638
H 1.3477 0.3518 -0.4947
H 1.5576 -0.5534 0.9276
H 0.2487 2.3079 -0.7091

19
Properties=species:S:1:pos:R:3 method="wB97M-V/def2-TZVPD" homo_ev=-13.199 spin_multiplicity=1 mol_weight_g_mol=136.60 relative_energy_kcal_mol=114.4 total_charge=+1
C 1.0954 -2.3363 -0.5643
C -0.1072 -1.8450 -0.3459
C 0.3023 1.1337 -1.6985
C -1.2427 0.2866 1.6033
C 0.0186 0.2920 0.5787
N -0.0359 1.4055 -0.2962
O 1.1719 0.3886 1.2271
Cl -2.5831 1.2602 1.1327
H 1.0368 -3.3425 -0.9134
H 1.9119 -1.9106 -0.2366
H -1.1121 -2.1286 -0.6582
H -0.3112 0.3457 -2.1740
H 0.2542 2.1583 -2.1672
H 1.4330 0.7937 -1.8364
H -1.5537 -0.7159 1.7098
H -0.8998 0.5797 2.5645
H -1.0028 1.8463 -0.1317
H 0.6564 1.9592 0.2368
H 0.9679 -0.1706 1.9693

18
Properties=species:S:1:pos:R:3 method="wB97M-V/def2-TZVPD" homo_ev=-8.934 smiles="C=C(C)C#N.CC=C=O" spin_multiplicity=1 mol_weight_g_mol=123.15 relative_energy_kcal_mol=83.1
C -0.9792 0.6941 1.9561
C 0.1712 1.0504 1.3359
C 1.6356 0.9108 1.8148
C 0.0042 2.0063 0.3597
N -0.0336 2.6697 -0.5951
H -0.7342 0.1623 2.8756
H -1.9823 0.7682 1.5204
H 2.2951 1.7117 1.3472
H 1.9918 -0.1284 1.4346
H 1.7104 0.9520 2.9593
C -0.2846 -1.1767 -2.7482
C -0.5383 -0.5330 -1.3896
C -0.2575 -1.1636 -0.3033
O -0.0685 -1.7881 0.6733
H -0.0350 -0.5958 -3.6723
H 0.5340 -1.9574 -2.6406
H -1.0918 -1.7480 -3.1925
H -1.0234 0.5155 -1.3745

40
Properties=species:S:1:pos:R:3 method="wB97M-V/def2-TZVPD" homo_ev=-9.734 smiles="C=CCC(=C)C.O.O.O.O.O.O.O.O" spin_multiplicity=1 mol_weight_g_mol=226.27 relative_energy_kcal_mol=120.5
C -1.0760 0.0765 1.4345
C -0.8965 -0.2037 0.1980
C 0.2338 -1.1276 -0.1515
C -0.0839 -2.0329 -1.3217
C -0.5179 -3.2467 -1.2503
C -0.0212 -1.3362 -2.6947
H -0.5891 -0.2894 2.3211
H -1.8275 0.7298 1.7250
H -1.3743 0.1147 -0.8219
H 0.3042 -1.7046 0.8115
H 1.1094 -0.6090 -0.4666
H -0.7217 -3.9009 -2.0281
H -0.2816 -3.8786 -0.3325
H 0.7576 -1.7767 -3.3743
H 0.0715 -0.2076 -2.6848
H -1.0895 -1.5156 -3.3276
O 3.0737 -0.2586 -2.2358
H 2.5294 -0.9041 -2.7167
H 2.6349 -0.5754 -1.4348
O 0.9011 1.7065 -2.6129
H 1.0145 2.3902 -1.9698
H 1.8375 1.2437 -2.5639
O 1.1922 2.0073 0.0371
H 1.5140 1.6602 0.8735
H 0.2673 1.9227 0.2473
O -1.1069 2.4144 3.2585
H -0.5000 1.8232 2.9673
H -2.0308 2.3283 3.1826
O -2.7297 2.1390 -2.7192
H -3.0820 1.1769 -2.3785
H -1.8033 1.9350 -2.5114
O 1.3175 -1.5814 3.0813
H 1.6789 -1.6327 3.9957
H 0.5769 -2.2673 3.0925
O 2.7569 1.4953 2.0194
H 2.1363 0.7235 2.3988
H 2.7585 2.1549 2.7619
O -3.4347 -1.4147 1.8902
H -3.2818 -2.3833 1.7791
H -4.2007 -1.3971 1.4207

16
Properties=species:S:1:pos:R:3 method="wB97M-V/def2-TZVPD" homo_ev=-5.343 spin_multiplicity=1 mol_weight_g_mol=157.11 relative_energy_kcal_mol=35.2 total_charge=-1
C 1.2294 -0.1450 -2.3653
C -1.5180 -0.3834 2.3167
C -1.1534 0.9763 1.7239
N 2.7367 -0.6121 -3.7264
N 2.0298 0.4474 -3.2489
N 1.3719 -1.4501 -2.3101
N 2.3091 -1.7097 -3.1897
N -1.1644 1.0924 0.2758
N -0.0850 0.4672 -0.1811
O 0.2272 0.5602 -1.5663
O 0.7842 -0.0651 0.4557
H -2.5372 -0.5182 2.4841
H -1.1602 -1.0986 1.6160
H -1.0734 -0.5372 3.2765
H -1.8309 1.8024 2.3299
H -0.1659 1.1736 2.1093

122
Properties=species:S:1:pos:R:3 method="wB97M-V/def2-TZVPD" homo_ev=-7.964 smiles="O=S1(=O)C[C@H](CCCSC(=S)N(c2ccccc2)c2ccccc2)CCO1.COCCNCCOC.COCCNCCOC.COCCNCCOC" spin_multiplicity=1 mol_weight_g_mol=821.18
O -0.9806 -5.9641 -2.8546
S -2.2652 -6.4390 -2.3458
O -2.3261 -7.8796 -2.6486
C -3.6759 -5.6537 -3.2273
C -4.6729 -4.8132 -2.3258
C -4.5734 -3.2414 -2.4786
C -4.4436 -2.6980 -3.9535
C -3.0474 -1.9585 -4.2070
S -1.6119 -2.8800 -3.5253
C -0.1227 -1.8291 -3.5090
S 1.1600 -2.3467 -4.4209
N 0.0414 -0.6135 -2.7438
C 1.0760 -0.7170 -1.7184
C 1.0249 -1.5483 -0.5234
C 2.1208 -1.5251 0.4554
C 3.2983 -0.6698 0.2697
C 3.3528 0.1341 -0.9477
C 2.2735 0.1172 -1.9191
C -1.2156 -0.0705 -2.2455
C -2.0406 -0.6238 -1.1783
C -3.2683 0.0660 -0.7558
C -3.7039 1.3271 -1.3735
C -2.8846 1.8814 -2.4560
C -1.6693 1.1870 -2.8661
C -4.5102 -5.1139 -0.7593
C -3.8285 -6.4938 -0.4451
O -2.3942 -6.3120 -0.7042
H -4.2725 -6.5086 -3.6550
H -3.2435 -5.1118 -4.1024
H -5.7271 -5.1070 -2.6004
H -3.7874 -2.8417 -1.7770
H -5.5477 -2.8284 -2.0760
H -4.5139 -3.5119 -4.7354
H -5.2565 -1.9691 -4.2019
H -3.1589 -0.9149 -3.7905
H -2.9274 -1.8065 -5.3196
H 0.1574 -2.2138 -0.3283
H 2.0712 -2.1374 1.3842
H 4.1182 -0.6238 1.0161
H 4.2202 0.8048 -1.1314
H 2.3369 0.7681 -2.8285
H -1.7529 -1.5684 -0.6723
H -3.9127 -0.3054 0.0780
H -4.6109 1.8883 -1.0545
H -3.1336 2.8391 -2.9631
H -1.0561 1.6446 -3.6853
H -5.5234 -4.9892 -0.2852
H -3.8625 -4.3238 -0.2766
H -4.2638 -7.3240 -1.0564
H -3.8885 -6.6986 0.6598
C -6.3618 6.9072 3.9154
O -5.9537 5.7358 4.6035
C -7.0442 4.9303 5.0451
C -7.0936 3.6203 4.2694
N -7.5077 3.8401 2.8853
C -7.3461 2.6656 2.0284
C -5.9210 2.1542 1.7912
O -5.1072 3.0414 1.0373
C -4.4545 4.0431 1.8025
H -5.4777 7.5221 3.7456
H -6.7990 6.6587 2.9437
H -7.0778 7.4818 4.5094
H -7.9986 5.4630 4.9882
H -6.8576 4.7009 6.0981
H -7.8032 2.9423 4.7533
H -6.0959 3.1687 4.3189
H -6.9609 4.5971 2.4935
H -7.7718 2.9296 1.0558
H -7.9582 1.8497 2.4274
H -6.0035 1.2447 1.1862
H -5.4190 1.8531 2.7171
H -4.2021 3.6992 2.8086
H -5.0652 4.9476 1.8500
H -3.5277 4.3058 1.2879
C 4.9956 -2.8513 2.5554
O 3.7726 -2.7938 3.2733
C 3.1907 -4.0763 3.5017
C 3.2406 -4.4330 4.9815
N 4.6080 -4.7141 5.4122
C 4.7569 -4.8285 6.8635
C 4.4757 -3.5782 7.7040
O 5.4122 -2.5285 7.5081
C 5.1239 -1.6703 6.4161
H 5.2882 -1.8317 2.3070
H 5.7866 -3.2951 3.1668
H 4.8781 -3.4170 1.6271
H 3.6558 -4.8540 2.8883
H 2.1415 -4.0027 3.1998
H 2.6192 -5.3160 5.1597
H 2.8130 -3.5916 5.5394
H 5.2154 -3.9715 5.0880
H 5.7932 -5.1271 7.0468
H 4.1263 -5.6497 7.2201
H 4.5756 -3.8690 8.7543
H 3.4487 -3.2138 7.5906
H 4.0495 -1.5599 6.2464
H 5.6188 -2.0246 5.5088
H 5.5368 -0.6857 6.6463
C 6.7604 6.5223 -2.7898
O 6.3363 6.3693 -4.1345
C 7.3250 5.7790 -4.9758
C 6.8975 4.3834 -5.4111
N 6.9460 3.4425 -4.2943
C 6.3239 2.1500 -4.5852
C 4.8176 2.1374 -4.8653
O 4.0184 2.4739 -3.7390
C 3.8153 3.8653 -3.5487
H 6.0036 7.1043 -2.2632
H 6.8524 5.5510 -2.2949
H 7.7121 7.0583 -2.7372
H 8.3118 5.7636 -4.5024
H 7.3967 6.4112 -5.8655
H 7.5651 4.0338 -6.2045
H 5.8841 4.4609 -5.8219
H 6.4726 3.8512 -3.4978
H 6.5061 1.5143 -3.7137
H 6.8489 1.6861 -5.4267
H 4.5475 1.1079 -5.1201
H 4.5430 2.7430 -5.7359
H 3.7890 4.4148 -4.4934
H 4.5815 4.2779 -2.8883
H 2.8530 3.9975 -3.0487

102
Properties=species:S:1:pos:R:3 method="wB97M-V/def2-TZVPD" homo_ev=-8.671 smiles="C[C@@H]1CC[C@@H]([PH2]=S)OS1(=O)=O.NC(N)=O.NC(N)=O.NC(N)=O.NC(N)=O.NC(N)=O.NC(N)=O.NC(N)=O.NC(N)=O.NC(N)=O.NC(N)=O" spin_multiplicity=1 mol_weight_g_mol=814.81
C 1.7292 -1.4527 -0.5548
C 3.1129 -1.4416 0.1147
C 4.2480 -1.4910 -0.9037
C 5.6219 -1.6984 -0.2615
C 5.6385 -3.0121 0.4731
P 7.3085 -3.4965 1.1251
S 7.5891 -3.1428 3.0208
O 4.7512 -2.9284 1.5999
S 3.2276 -2.9083 1.1296
O 2.9512 -4.0801 0.3589
O 2.4561 -2.7573 2.3179
H 1.2413 -2.4133 -0.4663
H 1.8391 -1.1875 -1.5985
H 1.0926 -0.7286 -0.0635
H 3.2081 -0.5736 0.7536
H 4.0796 -2.3147 -1.5958
H 4.2362 -0.5489 -1.4378
H 6.3596 -1.6846 -1.0599
H 5.8288 -0.8759 0.4202
H 5.3024 -3.8016 -0.2009
H 8.2419 -2.8349 0.3154
H 7.3874 -4.8700 0.8552
N 1.5233 2.7119 -0.8980
C 2.7413 2.4440 -0.3771
N 3.3031 3.4329 0.3876
O 3.3073 1.3711 -0.5648
H 1.0150 3.5737 -0.7635
H 1.0898 1.9918 -1.4556
H 4.1992 3.2407 0.8024
H 2.8500 4.3086 0.5718
N 0.5685 2.3799 -4.4076
C -0.4743 1.6772 -3.8885
N -1.6854 1.9105 -4.4757
O -0.3488 0.8836 -2.9633
H 0.4846 3.0288 -5.1728
H 1.4715 2.2330 -3.9969
H -2.4766 1.4179 -4.1078
H -1.8146 2.5581 -5.2293
N -2.5106 5.1400 0.3724
C -1.6091 4.2010 -0.0360
N -1.4870 3.1175 0.7712
O -0.9527 4.3333 -1.0667
H -3.0808 5.0292 1.1895
H -2.6265 5.9501 -0.2055
H -0.8498 2.3975 0.4838
H -2.0349 2.9854 1.6009
N -0.6730 -4.0776 1.0689
C -1.2523 -4.0861 2.3153
N -0.3879 -3.8622 3.3369
O -2.4479 -4.2891 2.4700
H 0.3108 -3.9434 0.9267
H -1.2689 -4.2486 0.2822
H -0.7486 -3.8948 4.2713
H 0.5913 -3.6936 3.2002
N -6.1589 1.3161 0.5707
C -4.9544 1.2892 1.2050
N -4.5993 0.0734 1.7205
O -4.2472 2.2807 1.3204
H -6.7617 0.5223 0.4669
H -6.4598 2.1865 0.1741
H -3.7230 0.0107 2.2047
H -5.1627 -0.7513 1.6289
N -10.0773 -0.5722 -0.9020
C -9.8640 0.4567 -0.0352
N -10.8406 0.6582 0.9033
O -8.8680 1.1630 -0.0859
H -10.8873 -1.1618 -0.8748
H -9.3784 -0.7364 -1.6024
H -10.7258 1.4371 1.5259
H -11.6744 0.1044 0.9636
N -7.0704 -0.4868 3.5342
C -8.1194 -1.1608 4.1010
N -9.3395 -0.9368 3.5115
O -7.9851 -1.9071 5.0497
H -7.1657 0.1478 2.7624
H -6.1638 -0.6310 3.9371
H -10.1266 -1.4185 3.9024
H -9.4730 -0.3385 2.7177
N 3.6436 3.2415 -7.7754
C 2.4917 2.6466 -7.3448
N 2.5272 1.2863 -7.2413
O 1.4928 3.2907 -7.0658
H 4.4750 2.7342 -8.0100
H 3.6398 4.2404 -7.8595
H 1.6955 0.8300 -6.9136
H 3.3334 0.7338 -7.4616
N 2.7118 -6.0227 3.3035
C 2.0087 -6.5397 4.3565
N 2.1859 -7.8805 4.5835
O 1.2659 -5.8593 5.0416
H 3.3228 -6.5588 2.7184
H 2.5902 -5.0450 3.1122
H 1.6776 -8.2860 5.3459
H 2.7868 -8.4608 4.0312
N 8.1089 5.8306 -0.1290
C 7.0042 5.1771 0.3462
N 5.8206 5.4850 -0.2652
O 7.0627 4.3682 1.2548
H 8.0802 6.4993 -0.8741
H 8.9872 5.6191 0.3055
H 5.0094 5.0063 0.0759
H 5.7272 6.1391 -1.0182

47
Properties=species:S:1:pos:R:3 method="wB97M-V/def2-TZVPD" homo_ev=-3.168 spin_multiplicity=1 mol_weight_g_mol=361.89 total_charge=-2
Be 1.5922 0.8755 0.9106
Be -0.2148 -1.2147 -2.1238
B -1.7944 -2.7191 -2.9570
H -1.5436 -2.2139 -3.9847
H -2.1390 -1.8849 -2.1805
H -2.6108 -3.5480 -3.0393
H -0.7360 -3.1382 -2.5707
B 0.5934 0.3909 -3.8197
H -0.2338 -0.2894 -4.3271
H 1.6498 -0.1145 -3.8303
H 0.7664 1.4359 -4.3172
H 0.2607 0.5882 -2.6853
B -0.4912 -0.0246 0.0952
H -0.7639 0.4278 1.1454
H -0.1242 0.8019 -0.6480
H 0.3530 -0.8320 0.2011
H -1.4179 -0.5628 -0.3987
B 1.7880 1.8056 3.1045
H 2.4587 2.2825 2.2537
H 0.6890 1.7418 2.6519
H 2.1953 0.6947 3.1980
H 1.9223 2.4386 4.0740
B 2.2980 -0.6330 -1.2845
H 3.1099 -0.7174 -2.1194
H 2.9191 -0.4256 -0.2741
H 1.5653 0.2423 -1.4069
H 1.6498 -1.6493 -1.2020
B 2.3860 2.6813 -0.6673
H 1.4193 2.4054 -1.2747
H 2.9662 1.6723 -0.4299
H 3.0106 3.4123 -1.3381
H 2.0751 3.2226 0.3369
C -3.9497 1.3633 -0.6168
Cl -5.7191 1.2402 -0.5541
Cl -3.3101 0.6422 -2.1095
H -3.6595 2.4076 -0.5714
H -3.5299 0.8659 0.2521
C -1.9277 0.6701 3.6669
Cl -2.7278 0.1391 5.1963
Cl -2.3640 2.2474 3.0858
H -0.8435 0.6421 3.7440
H -2.2131 -0.1059 2.9641
C 0.9607 -3.5035 2.8543
Cl 0.3625 -4.5389 1.5567
Cl 1.0960 -1.7766 2.4962
H 0.3060 -3.5934 3.7175
H 1.9206 -3.8518 3.2259